Entry 1:
Formula: C22H35AlCl2F6NO4
Source: the Open Molecules 2025 dataset
Level of theory: ωB97M-V/def2-TZVPD

## Properties
**Energy**: -2977.0888 Eh
**HOMO energy**: -5.26 eV
**Net charge**: -1
**Max |F|**: 1.0 eV/A
**Orbital gap**: 7.6286 eV

Element x y z (Å)
C 1.4717 1.1121 2.7636
C 1.4451 0.4148 1.7689
Al 1.0624 -0.6718 0.1111
C 2.4200 -2.1776 -0.0585
C 1.7869 -3.5757 -0.1953
C 1.1992 -3.8313 -1.5769
C 0.7877 -5.2997 -1.7739
N -0.3672 -5.7318 -0.9856
C 1.1963 0.6238 -1.4222
C 0.5464 0.2159 -2.7677
C -0.8222 0.8971 -2.9683
C -0.6555 2.3981 -3.2713
C -1.6217 0.1922 -4.0712
C -0.7676 -1.5778 0.3364
Cl -1.9076 -1.6679 -1.0180
C -1.1337 -2.1563 1.4741
C -0.2782 -2.2510 2.6987
Cl -2.7123 -2.9398 1.7043
H 1.4821 1.7825 3.5929
H 3.0192 -1.9746 -0.9506
H 3.0450 -2.1628 0.8391
H 2.5476 -4.3512 -0.0123
H 1.0089 -3.7231 0.5599
H 1.9437 -3.5934 -2.3443
H 0.2999 -3.2327 -1.7470
H 1.6278 -5.9477 -1.5055
H 0.5608 -5.4996 -2.8251
H -1.1864 -5.1835 -1.2137
H -0.1824 -5.6316 0.0033
H 2.2733 0.7695 -1.5699
H 0.8123 1.6038 -1.1194
H 1.1856 0.5722 -3.5889
H 0.4587 -0.8678 -2.8785
H -1.3445 0.8157 -2.0113
H -1.4297 2.7264 -3.9692
H 0.3362 2.6363 -3.6573
H -0.7924 2.9884 -2.3622
H -1.5114 -0.8878 -3.9622
H -1.1753 0.4508 -5.0372
H -2.6804 0.4551 -4.0644
H -0.5653 -1.5041 3.4388
H -0.4116 -3.2405 3.1457
H 0.7763 -2.1497 2.4520
C -4.6686 0.7147 -0.8799
C -5.2720 -0.4428 -0.1182
O -6.1885 0.0332 0.9018
C -7.4023 0.3496 0.5019
O -7.8554 0.2783 -0.6042
C -8.2381 0.8107 1.7138
F -7.5629 1.6723 2.4821
F -8.5736 -0.2456 2.4700
F -9.3618 1.4043 1.3130
H -4.1810 1.4076 -0.1930
H -3.9235 0.3461 -1.5832
H -5.4295 1.2672 -1.4330
H -4.5021 -0.9925 0.4175
H -5.7916 -1.1374 -0.7767
C 4.2779 3.8915 4.2516
C 4.9793 4.9502 3.4292
O 6.0784 4.3958 2.6797
C 5.7652 3.8482 1.5089
O 4.6908 3.8103 0.9954
C 7.0451 3.3095 0.8394
F 7.7946 2.6123 1.7026
F 7.7864 4.3366 0.3888
F 6.7476 2.5277 -0.1887
H 4.9922 3.3848 4.9019
H 3.5089 4.3528 4.8709
H 3.8070 3.1363 3.6218
H 5.4350 5.6978 4.0759
H 4.2948 5.4567 2.7496

Atom charges from the Löwdin analysis, given in e for atoms 1 to 4:
1 C -0.05
2 C -0.15
3 Al 0.26
4 C -0.22



Entry 2:
Formula: C23H22N3NiO3
Source: the Open Molecules 2025 dataset
Level of theory: ωB97M-V/def2-TZVPD

## Properties
**Energy**: -2787.6784 Eh
**HOMO energy (spin up / spin down)**: -10.33 / -10.24 eV
**Net charge**: +1
**Max |F|**: 0.5 eV/A
**Multiplicity**: 3
**Orbital gap (spin up / spin down)**: 6.6829 / 5.4991 eV

Element x y z (Å)
Ni -2.7449 1.2471 -1.2471
C -1.2664 3.1290 1.5777
C -2.1381 3.1146 0.3543
C -1.6195 3.4001 -0.9080
C -2.4319 3.3681 -2.0511
C -3.8007 3.0898 -1.9401
C -4.3295 2.7783 -0.6786
C -3.4954 2.7724 0.4440
H -0.8868 2.1269 1.7903
H -1.8231 3.4621 2.4523
H -0.4120 3.7903 1.4423
H -0.5745 3.6672 -1.0072
H -2.0141 3.6286 -3.0141
H -4.4444 3.1579 -2.8057
H -5.3867 2.5832 -0.5654
H -3.9173 2.5373 1.4129
C 4.5779 0.8835 3.3293
O 5.1098 -0.0204 2.3679
C 4.3038 -0.9610 1.8559
C 2.9715 -1.1493 2.2411
C 2.2220 -2.1431 1.6427
C 2.7918 -2.9620 0.6674
C 4.1431 -2.8114 0.3353
C 4.8852 -1.8053 0.9017
N 2.1235 -4.0251 0.0366
N 0.8903 -4.0905 -0.0288
C -0.0553 -3.1309 -0.0991
C -1.3023 -3.4246 0.5097
C -2.3174 -2.5209 0.5477
C -2.1961 -1.2536 -0.1080
O -3.1050 -0.4005 -0.0988
C -0.9536 -0.9905 -0.8572
N -0.9189 0.1723 -1.5342
C 0.1344 0.4363 -2.2814
C 1.2056 -0.4512 -2.4133
C 1.1866 -1.6312 -1.7132
C 0.0925 -1.9160 -0.8804
H 5.3745 1.5876 3.5461
H 4.2967 0.3579 4.2439
H 3.7157 1.4190 2.9265
H 2.5302 -0.5452 3.0193
H 1.2027 -2.3076 1.9666
H 4.5820 -3.4935 -0.3806
H 5.9258 -1.6588 0.6483
H -1.4007 -4.3876 0.9933
H -3.2456 -2.7353 1.0585
H 0.1282 1.3808 -2.8119
H 2.0292 -0.2059 -3.0680
H 1.9967 -2.3383 -1.8192
O -3.5214 -0.1501 -3.2074
H -4.0898 -0.8604 -2.8880
H -4.0283 0.2800 -3.9048

Atom charges from the Löwdin analysis, given in e for atoms 1 to 4:
1 Ni 0.37
2 C -0.03
3 C -0.28
4 C -0.06



Entry 3:
Formula: C29H26BBr2N12O2Ta
Source: the Open Molecules 2025 dataset
Level of theory: ωB97M-V/def2-TZVPD

## Properties
**Energy above the lowest of the compared OMol25 structures with the same formula, charge and spin**: 151.62 kJ/mol
**Energy**: -7157.2617 Eh
**HOMO energy (spin up / spin down)**: -16.50 / -16.50 eV
**Net charge**: +3
**Max |F|**: 1.1 eV/A
**Multiplicity**: 2
**Orbital gap (spin up / spin down)**: 6.3343 / 4.3475 eV

Element x y z (Å)
Ta -0.0616 0.1398 -0.0751
C -2.5355 -2.0589 -2.0737
C -2.9546 -1.0872 -1.0253
C -4.2436 -0.8014 -0.6076
C -4.1173 0.0228 0.4925
N -2.8167 0.2616 0.7412
N -2.0832 -0.4054 -0.2448
B -2.2149 0.4025 2.2041
N -1.4150 -0.8779 2.4684
C -1.6111 -1.8924 3.3218
C -0.6982 -2.8894 3.0471
C 0.0454 -2.4350 1.9653
C 1.1472 -3.1403 1.2485
N -0.3970 -1.2067 1.6158
N -1.1224 1.6052 2.1433
C -1.2952 2.7714 2.6418
C -0.1891 3.6954 2.2575
C 0.6942 2.7968 1.3419
C 2.1937 2.7560 1.4960
N 0.0732 1.4673 1.4226
N -3.2022 0.7398 3.2457
C -3.0099 0.7591 4.6068
C -3.9355 1.5981 5.1427
C -4.6729 2.1097 4.0377
C -5.8112 3.0772 4.0643
N -4.2113 1.6151 2.9065
H -3.0660 -1.8832 -3.0086
H -2.8046 -3.0613 -1.7356
H -1.4644 -2.0467 -2.2566
H -5.1599 -1.1735 -1.0348
H -4.8572 0.4518 1.1501
H -2.3969 -1.8509 4.0588
H -0.5929 -3.8326 3.5558
H 1.1734 -4.1829 1.5560
H 2.1151 -2.6964 1.4842
H 1.0016 -3.1243 0.1653
H -2.1882 2.9950 3.2138
H 0.2465 4.2808 3.0652
H 2.6037 3.7661 1.4804
H 2.6562 2.1950 0.6800
H 2.4623 2.2805 2.4389
H -2.2454 0.1715 5.0894
H -4.0933 1.8122 6.1870
H -6.2841 3.0866 5.0434
H -6.5575 2.8162 3.3172
H -5.4662 4.0895 3.8513
C -1.3244 0.3295 -3.6667
C -0.0029 -0.3539 -3.5645
C 0.6419 -0.7476 -4.7596
C 1.8966 -1.2920 -4.7480
C 2.5670 -1.4061 -3.5154
C 3.9290 -1.8428 -3.3267
Br 4.9140 -2.4516 -4.7499
C 4.5428 -1.8069 -2.0619
C 3.8645 -1.3460 -0.9566
Br 4.6765 -1.2120 0.7051
C 2.5164 -0.9456 -1.1121
O 1.7979 -0.4490 -0.1430
C 1.8650 -1.0124 -2.3840
N 0.5871 -0.5595 -2.3816
H -1.9760 -0.1957 -4.3650
H -1.1492 1.3263 -4.0820
H -1.8241 0.4525 -2.7134
H 0.1184 -0.5984 -5.6948
H 2.3761 -1.5934 -5.6703
H 5.5716 -2.1300 -1.9668
O -0.1913 1.7023 -1.1311
N 0.1578 2.7896 -1.9100
C 0.2663 3.8347 -1.1761
C 0.0985 3.7444 0.2964
N -0.5886 4.5024 1.0611
C 0.6044 5.0766 -1.8000
N 0.9042 6.0777 -2.2747

Atom charges from the Löwdin analysis, given in e for atoms 1 to 4:
1 Ta 2.01
2 C 0.00
3 C -0.29
4 C 0.06



Entry 4:
Formula: C20H19IrN3S
Source: the Open Molecules 2025 dataset
Level of theory: ωB97M-V/def2-TZVPD

## Properties
**Energy above the lowest of the compared OMol25 structures with the same formula, charge and spin**: 65.75 kJ/mol
**Energy**: -1439.7669 Eh
**HOMO energy (spin up / spin down)**: -14.44 / -14.39 eV
**Net charge**: +2
**Max |F|**: 0.9 eV/A
**Multiplicity**: 2
**Orbital gap (spin up / spin down)**: 7.4618 / 5.0277 eV

Element x y z (Å)
Ir 0.4780 0.9984 -0.7741
N 0.3209 1.1108 1.3840
C 0.0999 -0.0939 2.1621
C 0.7392 -0.2192 3.3816
C 0.5160 -1.3350 4.1744
C -0.3560 -2.3240 3.7375
C -0.9819 -2.1964 2.5142
C -0.7663 -1.0783 1.6881
C -1.3582 -1.0732 0.3539
C -2.5718 -1.7435 0.1481
C -2.9897 -2.0787 -1.1174
C -2.1683 -1.7974 -2.2401
C -1.0275 -1.0696 -2.0885
C -0.6742 -0.5405 -0.8105
H 1.1862 1.5279 1.7230
H -0.4005 1.7952 1.6098
H 1.3961 0.5694 3.7315
H 1.0168 -1.4261 5.1284
H -0.5326 -3.2024 4.3421
H -1.6098 -3.0026 2.1618
H -3.1632 -2.0396 1.0032
H -3.9216 -2.6099 -1.2591
H -2.4663 -2.1455 -3.2200
H -0.4237 -0.8243 -2.9463
S 0.6868 1.5879 -3.0113
C -0.7679 2.4973 -2.5899
C -1.5255 3.3939 -3.3191
C -2.6235 3.9624 -2.6932
C -2.9398 3.6369 -1.3744
C -2.1393 2.7414 -0.7027
N -1.0768 2.1980 -1.3131
H -1.2600 3.6356 -4.3383
H -3.2426 4.6643 -3.2361
H -3.7989 4.0676 -0.8819
H -2.3378 2.4282 0.3139
C 4.8693 -2.0818 -0.2102
C 4.7858 -0.5542 -0.0782
C 3.4271 -0.0680 -0.2761
N 2.3641 0.3268 -0.4408
H 5.9040 -2.3834 -0.0674
H 4.5504 -2.4081 -1.1979
H 4.2601 -2.5766 0.5436
H 5.4106 -0.0541 -0.8216
H 5.1124 -0.2158 0.9070

Atom charges from the Löwdin analysis, given in e for atoms 1 to 4:
1 Ir 1.16
2 N -0.01
3 C -0.23
4 C -0.01